No. 1
109
Properties=species:S:1:pos:R:3:mulliken_spin:R:1 method="wB97M-V/def2-TZVPD" e_above_lowest_kcal_mol=62.8 total_charge=-1 spin_multiplicity=2 lumo_energy_ev="1.42 / 1.41" e_tot_ev=-230778.359 max_force_ha_per_bohr=0.0814 orbital_gap_ev="5.46 / 5.22"
Mn 0.323 0.372 -0.097 1.05
C -0.319 1.854 5.316 0.00
C -0.604 0.442 4.860 0.00
C -1.179 -0.419 5.799 0.00
C -1.420 -1.753 5.526 0.00
C -1.082 -2.265 4.282 0.00
C -0.551 -1.422 3.324 -0.01
C -0.307 -0.066 3.587 -0.01
P 0.543 0.707 2.135 -0.13
C 0.576 2.537 2.322 -0.01
C 1.770 3.207 2.427 -0.02
C 1.792 4.614 2.255 0.01
C 0.706 5.242 1.747 -0.02
C -0.445 4.493 1.297 0.02
C -0.589 3.248 1.951 -0.01
C -1.951 2.637 2.096 0.01
C 2.233 0.167 2.513 0.03
C 2.871 0.303 3.749 0.00
C 4.162 -0.160 3.912 0.00
C 4.806 -0.775 2.837 0.00
C 4.164 -0.915 1.621 0.00
C 2.855 -0.448 1.430 -0.01
C 2.112 -0.608 0.128 0.01
H 0.296 1.835 6.219 0.00
H -1.247 2.375 5.567 0.00
H 0.202 2.431 4.561 0.00
H -1.421 -0.022 6.781 0.00
H -1.853 -2.394 6.285 0.00
H -1.236 -3.314 4.059 0.00
H -0.297 -1.804 2.340 0.00
H 2.684 2.673 2.648 0.00
H 2.686 5.173 2.505 0.00
H 0.725 6.308 1.548 0.00
H -1.346 5.098 1.353 0.00
H -2.692 3.165 1.493 0.00
H -2.278 2.682 3.140 0.00
H -1.955 1.579 1.814 0.00
H 2.352 0.778 4.577 0.00
H 4.670 -0.048 4.862 0.00
H 5.816 -1.149 2.961 0.00
H 4.677 -1.392 0.792 0.00
H 2.017 -1.682 -0.072 0.00
H 2.751 -0.189 -0.661 0.01
Se 4.413 3.690 -1.705 0.01
N 3.033 4.816 -1.891 0.01
C 1.981 4.216 -1.409 0.00
C 0.693 4.814 -1.273 0.03
C -0.317 4.125 -0.634 -0.02
C -0.127 2.624 -0.844 0.05
N 1.138 2.124 -0.475 0.07
C 2.186 2.827 -0.929 0.00
N 3.417 2.375 -0.986 0.00
H 0.555 5.857 -1.533 0.00
H -1.292 4.416 -1.024 0.00
H -0.929 2.045 -0.316 -0.06
F 0.339 -9.275 0.023 0.00
C 1.385 -8.476 0.345 0.00
F 1.775 -8.875 1.578 0.00
F 2.384 -8.801 -0.499 0.00
C 1.025 -7.028 0.297 0.01
C 1.566 -6.180 -0.657 0.00
C 1.145 -4.862 -0.733 0.01
C 0.168 -4.366 0.140 -0.03
C -0.334 -5.231 1.130 0.01
C 0.080 -6.546 1.197 -0.01
C -0.374 -3.062 -0.019 0.04
C -0.858 -1.958 -0.178 -0.04
H 2.315 -6.552 -1.343 0.00
H 1.552 -4.196 -1.482 0.00
H -1.083 -4.854 1.814 0.00
H -0.335 -7.214 1.943 0.00
C -0.359 0.653 -8.553 0.00
C -0.261 0.837 -7.061 0.00
C 0.919 0.576 -6.382 0.00
C 1.019 0.722 -5.002 0.00
C 2.323 0.431 -4.300 0.00
C -0.108 1.156 -4.299 0.00
C -1.305 1.453 -4.959 0.00
C -2.531 1.919 -4.211 0.00
C -1.361 1.283 -6.335 0.00
C -0.019 1.239 -2.815 0.02
O -0.372 2.414 -2.321 0.00
O 0.350 0.289 -2.142 -0.02
H 0.483 0.075 -8.934 0.00
H -0.363 1.620 -9.061 0.00
H -1.282 0.137 -8.820 0.00
H 1.790 0.238 -6.936 0.00
H 3.118 0.275 -5.029 0.00
H 2.238 -0.459 -3.676 0.00
H 2.615 1.251 -3.639 0.00
H -2.789 1.228 -3.406 0.00
H -3.382 1.992 -4.887 0.00
H -2.358 2.895 -3.759 0.00
H -2.290 1.494 -6.854 0.00
C -3.667 -1.148 2.278 0.00
Ge -3.349 -0.852 0.375 0.01
C -4.347 0.753 -0.176 0.00
C -4.168 -2.370 -0.571 0.00
C -1.537 -0.712 -0.304 0.05
H -4.726 -1.377 2.425 0.00
H -3.407 -0.274 2.880 0.00
H -3.079 -1.989 2.637 0.00
H -5.332 0.767 0.297 0.00
H -4.491 0.762 -1.259 0.00
H -3.823 1.666 0.109 0.00
H -5.255 -2.380 -0.452 0.00
H -3.768 -3.310 -0.186 0.00
H -3.933 -2.320 -1.636 0.00
H -1.706 -0.484 -1.363 -0.03

No. 2
108
Properties=species:S:1:pos:R:3:mulliken_spin:R:1 method="wB97M-V/def2-TZVPD" total_charge=+2 spin_multiplicity=4 lumo_energy_ev="-5.77 / -6.27" e_tot_ev=-83463.807 max_force_ha_per_bohr=0.0670 orbital_gap_ev="6.98 / 6.69"
Tc -12.834 -5.152 14.079 2.66
N -12.122 -5.065 18.420 0.00
N -13.046 -4.075 18.154 0.00
C -13.037 -3.404 16.984 0.02
N -13.851 -2.419 16.788 0.00
S -11.886 -3.664 15.731 0.00
H -12.520 -5.993 18.580 0.00
H -11.527 -4.769 19.193 0.00
H -13.845 -3.877 18.792 0.00
H -14.636 -2.260 17.452 0.00
H -13.890 -1.914 15.950 0.00
C -17.545 -8.948 10.839 0.00
C -16.512 -7.928 11.128 0.01
C -16.797 -6.536 11.015 0.00
C -15.867 -5.594 11.335 -0.02
C -15.870 -4.069 11.167 0.01
O -14.894 -3.555 10.678 0.00
C -17.104 -3.267 11.583 0.00
C -18.089 -3.773 12.426 0.00
C -19.157 -3.003 12.755 0.00
C -19.301 -1.732 12.228 0.00
C -18.321 -1.209 11.384 0.00
C -17.186 -2.019 11.049 0.00
C -14.718 -6.033 12.084 0.04
O -13.781 -5.140 12.432 0.04
C -14.477 -7.380 12.301 0.03
C -15.358 -8.312 11.777 0.00
C -13.327 -7.882 13.004 0.01
N -12.648 -7.189 13.877 -0.08
C -11.402 -7.818 14.417 -0.04
C -10.299 -6.868 14.961 0.09
Te -9.327 -5.457 13.647 0.00
C -9.359 -6.464 11.777 0.02
C -10.300 -5.801 10.973 0.01
C -10.502 -6.260 9.655 0.00
C -9.697 -7.300 9.210 0.00
C -8.694 -7.902 10.009 0.00
C -8.533 -7.484 11.296 -0.01
C -12.865 -9.222 12.545 0.01
C -12.122 -9.350 11.389 0.01
C -11.625 -10.576 10.981 0.00
C -11.925 -11.696 11.757 0.00
C -12.699 -11.588 12.894 0.00
C -13.197 -10.339 13.295 0.01
H -18.123 -9.306 11.679 0.00
H -17.215 -9.787 10.198 0.00
H -18.457 -8.596 10.291 0.00
H -17.716 -6.276 10.520 0.00
H -17.999 -4.776 12.880 0.00
H -19.831 -3.391 13.473 0.00
H -20.167 -1.077 12.466 0.00
H -18.468 -0.251 10.954 0.00
H -16.409 -1.629 10.397 0.00
H -15.186 -9.378 11.899 0.00
H -10.935 -8.471 13.700 0.00
H -11.672 -8.437 15.242 -0.02
H -9.507 -7.478 15.401 0.00
H -10.677 -6.183 15.708 -0.03
H -12.208 -4.865 11.306 0.01
H -11.302 -5.829 8.965 0.00
H -9.841 -7.603 8.195 0.00
H -8.093 -8.696 9.581 0.00
H -7.845 -8.012 11.953 0.00
H -11.856 -8.488 10.720 0.00
H -11.152 -10.655 10.055 0.00
H -11.646 -12.724 11.468 0.00
H -12.993 -12.449 13.463 0.00
H -13.697 -10.332 14.281 0.00
C -11.085 -3.196 9.501 0.00
C -10.921 -3.250 11.047 0.05
C -9.497 -2.870 11.404 0.00
C -11.955 -2.348 11.750 -0.03
C -11.168 -4.729 11.604 -0.07
N -11.074 -4.835 13.061 0.19
H -11.000 -2.161 9.186 0.00
H -12.109 -3.475 9.212 0.00
H -10.312 -3.754 8.939 0.00
H -9.238 -1.783 11.275 0.00
H -8.814 -3.478 10.743 0.00
H -9.266 -3.107 12.443 0.00
H -11.959 -1.327 11.389 0.00
H -11.726 -2.401 12.838 0.01
H -12.957 -2.703 11.577 0.00
C -18.118 -2.132 17.343 0.02
C -17.738 -1.650 16.145 -0.01
C -16.832 -2.422 15.408 0.02
C -16.345 -3.620 15.838 0.04
C -16.742 -4.056 17.074 0.01
C -17.674 -3.367 17.837 -0.01
C -15.243 -4.314 15.049 0.03
C -14.704 -5.543 15.052 0.03
C -15.274 -6.791 15.615 -0.07
C -14.504 -7.663 16.352 0.00
C -14.976 -8.946 16.709 0.01
C -16.170 -9.420 16.232 0.00
C -16.952 -8.524 15.551 0.00
C -16.561 -7.246 15.319 -0.01
H -18.923 -1.657 17.929 0.00
H -17.888 -0.680 15.729 0.00
H -16.531 -2.082 14.434 0.00
H -16.308 -5.031 17.411 0.00
H -18.052 -3.807 18.729 0.00
H -14.687 -3.602 14.427 0.01
H -13.559 -7.388 16.805 -0.01
H -14.294 -9.540 17.332 0.00
H -16.557 -10.331 16.686 0.00
H -17.931 -8.840 15.157 0.00
H -17.193 -6.576 14.771 0.00